Computed, not measured: a structure of composition C23H36BrIN4O2PS2Sn at a distorted geometry, with ωB97M-V/def2-TZVPD.

```
71
C23H36BrIN4O2PS2Sn ωB97M-V/def2-TZVPD
I 10.26465 11.38065 11.40437
Sn 11.24541 8.41891 13.24967
Br 11.67214 13.52781 8.77290
S 10.02646 6.11049 14.16431
S 9.39478 9.11364 15.45450
P 9.21010 7.13808 15.66966
O 9.66917 6.69559 17.12824
O 7.76478 6.60566 15.75154
N 13.43659 9.45445 11.92091
N 13.18758 7.70032 14.39130
N 12.44652 10.36006 14.50518
N 12.51952 6.71395 11.88898
C 6.64897 5.76798 17.69071
C 11.04305 6.68159 17.55308
C 13.42997 5.92054 12.74289
C 11.32808 7.87689 18.46471
C 13.67065 8.42777 15.40357
C 13.38509 11.14617 13.67747
C 9.15129 13.36039 7.66698
C 7.16382 12.37705 8.60031
C 9.85980 12.97587 8.76700
C 13.19595 7.37652 10.72652
C 14.16082 8.44058 11.19076
C 6.83718 6.93743 16.82472
C 15.09358 6.25612 14.53640
C 15.55154 6.95546 15.67249
C 7.78730 13.09648 7.57461
C 12.94090 9.72343 15.70456
C 9.26009 12.16279 9.76483
C 13.88706 6.64629 13.94279
C 5.62562 7.37482 16.10230
C 14.28110 10.32137 12.75267
C 11.36992 5.28711 18.09804
C 14.82208 8.06555 16.07984
C 7.90823 11.90293 9.69108
H 12.85031 9.98230 11.30751
H 15.63742 5.42812 14.15585
H 12.83833 5.05187 13.07018
H 7.25688 13.48752 6.70725
H 16.42052 6.64896 16.21702
H 7.59011 5.48303 18.15488
H 12.37845 5.30580 18.46646
H 15.24696 8.63158 16.90356
H 11.65739 10.93912 14.73072
H 7.35064 7.69318 17.44592
H 11.21312 4.54184 17.33233
H 14.93592 8.07666 11.87292
H 11.62510 6.81238 16.64375
H 10.96615 8.79837 18.00045
H 12.08915 9.48519 16.38671
H 14.33860 5.53312 12.26865
H 14.94774 11.05638 12.19141
H 14.02340 11.78484 14.27732
H 14.70424 8.85262 10.34274
H 12.42932 7.83238 10.05023
H 13.74195 6.61576 10.13219
H 7.44594 11.38926 10.53766
H 4.83977 7.53291 16.83629
H 11.78466 6.14503 11.52077
H 5.29496 6.66641 15.35208
H 10.78786 7.80095 19.43883
H 9.67373 13.92059 6.89283
H 6.30343 4.90393 17.12472
H 14.92338 9.61458 13.33373
H 12.76020 11.85142 13.08889
H 5.87034 5.96392 18.42779
H 5.78254 8.32386 15.59766
H 12.39880 7.95878 18.67502
H 6.11192 12.15383 8.50704
H 13.62861 10.36869 16.25420
H 10.70577 5.08726 18.89260
```

Summary:
Charge: +1
Energy above the lowest of the compared OMol25 structures with the same formula, charge and spin: 61.25 kJ/mol


Computed, not measured: a structure of composition C23H36CeN4O2PS2 at a distorted geometry, with ωB97M-V/def2-TZVPD.

```
69
C23H36CeN4O2PS2 ωB97M-V/def2-TZVPD
Ce 0.82531 0.22084 -1.05878
S 1.03921 -1.15019 1.59859
S -1.57620 0.94845 0.62169
P -0.86486 -0.51061 1.75753
O 0.68731 2.28112 -1.91506
O 2.38636 5.82431 2.57826
N 1.65730 -0.51528 -3.68864
N -0.43279 -2.04563 -2.18960
N 1.21500 2.54009 -0.63351
N 1.66214 5.44556 1.38584
C -3.05014 -3.93998 1.95642
C -2.10708 -1.79822 1.47979
C -2.16275 -0.31250 4.22788
C -3.31248 -1.44344 0.84209
C -4.19668 -3.66370 1.22130
C -0.01497 0.72618 3.99001
C -1.90846 -1.84849 -2.04960
C 2.39492 3.14289 2.05918
C 0.08376 -3.08437 -1.26787
C 1.16053 3.76430 -0.17806
C 3.06703 -0.29492 -4.18319
C -0.11201 1.21248 5.27013
C 0.52136 4.87371 -0.87416
C -0.15288 -2.29038 -3.59633
C 0.82192 0.37402 -4.56588
C 1.80572 4.15176 1.11083
C -4.33163 -2.39443 0.62291
C -2.16045 0.03530 5.60374
C -1.13598 0.77716 6.10914
C 3.34191 -0.13863 -0.89943
C 1.29958 -1.94622 -3.98294
C -1.07763 0.02985 3.47007
C -1.98425 -3.07440 1.99837
H -4.99797 -4.36856 1.11505
H -0.37409 5.14183 -0.37484
H -3.10638 -0.16572 6.13452
H -1.14947 1.01791 7.18474
H 0.30349 4.61241 -1.91186
H -2.41250 -2.62347 -2.61355
H -0.01504 0.82034 -4.04154
H 0.86911 0.91156 3.41876
H -1.01914 -3.36972 2.43640
H 0.12287 -2.70870 -0.23943
H -3.55515 -0.42498 0.42152
H 1.72351 3.16945 2.92319
H 2.02437 -2.58190 -3.44289
H -2.19999 -1.83293 -1.02406
H -2.90020 -4.91292 2.37087
H -2.27585 -0.89342 -2.49464
H 3.82082 0.49972 -1.66594
H 1.41208 -2.09835 -5.05898
H -5.19815 -2.19963 -0.02153
H 3.37055 3.48220 2.43004
H 1.11923 -3.30569 -1.63997
H 2.46511 2.14720 1.62689
H 0.38822 -0.14263 -5.43802
H 3.76686 0.06906 0.11906
H 1.43852 1.22846 -4.86051
H 2.09394 6.73812 2.69364
H 1.19649 5.75828 -0.83696
H -0.83836 -1.67598 -4.24426
H -2.89629 -0.99154 3.81074
H 3.32478 0.74627 -4.03415
H 0.59044 1.98894 5.64876
H 3.08244 -0.48687 -5.25823
H 3.50201 -1.17025 -1.18716
H -0.41113 -3.32334 -3.82943
H -0.43563 -4.03909 -1.29426
H 3.78236 -0.91264 -3.64277
```

Summary:
⟨S²⟩: 0.75
Charge: 0
2S+1: 2
Energy above the lowest of the compared OMol25 structures with the same formula, charge and spin: 1.82 kJ/mol


Computed, not measured: a structure of composition C23H36CrNOSe3, with ωB97M-V/def2-TZVPD.

```
65
C23H36CrNOSe3 ωB97M-V/def2-TZVPD
Se -2.77619 -0.06044 1.59700
Se -3.16133 -2.37507 -0.73895
Se -0.18027 -0.24234 3.70255
Cr -0.16609 0.43800 1.28100
O -0.62802 0.38049 -0.53265
N 1.52499 1.21992 1.30198
C 2.58836 0.29948 1.43010
C 3.61722 0.41330 2.36914
C -3.32884 1.48732 2.63056
C 0.45495 -2.00000 3.26772
C 2.05498 3.19190 2.75489
C 2.85099 3.06509 0.36245
C 4.52653 -1.68251 1.63625
C 1.41292 -4.55993 2.67137
C 0.13046 0.70392 -1.66101
C 2.12279 -3.72582 3.52457
C 4.58780 -0.57209 2.47450
C 0.22313 -4.11057 2.11451
C 3.50400 -1.83375 0.71067
C -3.44617 -0.50447 -1.19738
C 0.42290 3.31709 0.89095
C 5.69450 -0.43520 3.48673
C -4.91051 -2.71137 0.02990
C 1.74067 2.68107 1.33933
C 2.53773 -0.83778 0.62074
C 1.65116 -2.45390 3.81742
C -3.72570 0.44047 -0.03595
C 3.42276 -3.04165 -0.18114
C -0.25756 -2.84290 2.41345
H -4.95669 -3.76886 0.28140
H -4.78445 0.46019 0.22038
H 2.21539 -1.80241 4.47286
H 1.78250 -5.55191 2.44289
H -4.40632 1.45488 2.77179
H -5.04635 -2.12706 0.93758
H -1.20100 -2.51700 1.99002
H 3.10812 3.08864 3.01015
H 1.73835 -0.93571 -0.10559
H -0.34404 -4.75070 1.44893
H 2.99790 4.14697 0.37881
H -3.41294 1.44871 -0.30457
H 0.52462 4.40201 0.84515
H 3.64143 1.24499 3.05605
H -0.37611 3.09533 1.60950
H 0.12219 2.94980 -0.09147
H -5.69155 -2.48353 -0.69286
H -4.26404 -0.46105 -1.91588
H 3.34421 -2.75037 -1.23005
H 3.79352 2.58882 0.63344
H -2.52270 -0.21476 -1.69131
H 1.45694 2.65899 3.49618
H 4.30136 -3.67668 -0.06930
H -0.19154 1.66254 -2.09218
H 6.49575 0.20297 3.10659
H 5.32874 0.01363 4.41139
H -2.82962 1.40786 3.59293
H 0.00747 -0.05719 -2.44207
H 1.81545 4.25548 2.81222
H 2.54215 -3.63691 0.06440
H 6.13076 -1.40443 3.72831
H 5.28589 -2.45355 1.72147
H 3.05439 -4.06331 3.96323
H -3.04186 2.41146 2.13295
H 1.20552 0.79023 -1.45856
H 2.58964 2.76511 -0.65425
```

Summary:
⟨S²⟩: 4.14
Charge: 0
2S+1: 4
Energy above the lowest of the compared OMol25 structures with the same formula, charge and spin: 0.00 kJ/mol


Computed, not measured: a structure of composition C23H36F6MnO13 at a distorted geometry, with ωB97M-V/def2-TZVPD.

```
79
C23H36F6MnO13 ωB97M-V/def2-TZVPD
Mn -0.08388 -0.48772 -0.02367
F -2.71701 -2.57070 -2.65948
F -1.11613 -3.12006 -4.11859
F -0.53017 1.63726 5.37811
F -2.87468 -1.94592 -4.59407
F 1.47427 1.00289 5.16140
F -0.10668 -0.39766 4.94699
O -0.08498 0.10669 2.07014
O -2.04608 0.47562 -0.02499
O -2.14342 -3.41098 2.19540
O 1.73271 -1.53264 0.23776
O 3.21832 0.86331 -1.14744
O -0.24002 -0.96607 -2.13879
O 1.08622 1.21914 -0.73211
O 1.27878 1.77251 2.51449
O -1.23276 -4.51759 0.50629
O -1.97158 0.27778 -3.07550
O -3.90676 1.38485 0.83361
O 3.56707 -2.86020 0.55823
O -1.02819 -2.25737 0.50108
C -1.38451 -3.29568 1.04078
C 2.14504 2.33929 -2.60214
C -5.32384 1.40154 0.62277
C -2.42921 2.54348 -3.20823
C 4.19894 1.06727 -2.17566
C 2.09104 1.41868 -1.41343
C 3.61953 2.16798 -3.03545
C 2.65793 3.58770 1.92005
C -1.12450 -0.89123 -3.26903
C 4.44980 -1.80766 2.40842
C 3.59767 -0.76858 1.69297
C -1.34658 1.54360 -3.28159
C 0.29341 0.86955 4.66237
C 0.15186 1.09949 3.03892
C 4.68452 -2.96535 1.45309
C 1.50624 3.11104 2.85278
C -0.70295 -4.61188 -0.84508
C -5.61469 0.01648 -0.05423
C -2.57937 -2.17951 2.82328
C -3.27433 0.52266 -0.00105
C -1.96712 -2.13758 -3.69438
C -4.30378 -0.38100 -0.67368
C 2.86172 -1.74666 0.80707
H 4.64288 -3.95810 1.90124
H 0.60908 3.70083 2.66476
H 4.00669 -2.17298 3.33486
H -6.47533 0.08222 -0.71988
H -4.05647 -1.39808 -0.36954
H -3.40941 -1.70288 2.30179
H -3.21962 2.41288 -3.94735
H 3.64209 3.18475 2.15911
H -5.68446 2.18377 -0.04519
H -0.74334 1.71346 2.94021
H 5.62460 -2.81563 0.92213
H 3.76087 1.90920 -4.08480
H 2.90359 -0.16942 2.28233
H 2.63023 4.66916 2.05334
H -2.14962 3.59689 -3.19295
H -1.05815 -3.90065 -1.59079
H -0.54264 -0.64446 -4.15708
H -0.87834 1.72682 -4.24870
H 1.38852 2.05909 -3.33512
H 5.45727 -1.49205 2.67953
H 0.34960 -4.34952 -0.73836
H 4.19333 -0.06349 1.11320
H -0.66951 1.72464 -2.44679
H 4.06314 3.14857 -2.86298
H 1.79977 3.32271 3.88095
H -1.76342 -1.53031 3.14087
H 2.48939 3.29301 0.88427
H -5.86238 1.43631 1.56980
H -4.21470 -0.19667 -1.74429
H -2.98979 -2.44970 3.79625
H 2.03410 3.37122 -2.26911
H 5.15829 1.34861 -1.74140
H 4.27404 0.19276 -2.82197
H -0.91256 -5.61442 -1.21803
H -5.97775 -0.70380 0.67890
H -2.90181 2.50848 -2.22663
```

Summary:
⟨S²⟩: 12.01
Total energy: -3626.0757 Ha
Charge: +1
2S+1: 7